Record 1
{
  "formula": "CH3IO2S",
  "method": "ωB97M-V/def2-TZVPD",
  "elements": ["C", "O", "O", "S", "I", "H", "H", "H"],
  "xyz": [[-0.1675, 0.1641, 0.0663], [-1.4706, 2.6063, -1.1748], [-1.5476, 1.5247, 1.7125], [-1.6364, 1.1637, 0.3116], [-3.4364, -0.2460, -0.1666], [-0.3571, -0.4961, 0.9432], [-0.1898, -0.3848, -0.8913], [0.6340, 0.9800, 0.1585]],
  "forces_ev_per_a": [[-0.3846, 0.5507, 0.2167], [-0.6302, -3.9071, 3.9907], [-0.6360, 0.1544, -0.3423], [1.9370, 4.5346, -3.5573], [-0.6268, -0.4108, -0.1671], [1.1157, 0.2064, -0.5794], [0.1492, 0.4884, 0.4825], [-0.9243, -1.6165, -0.0439]],
  "mulliken_charge": [-0.7904, -0.5398, -0.4807, 0.6610, 0.1440, 0.3692, 0.3481, 0.2885],
  "smiles": "CS(=O)(=O)I",
  "multiplicity": 1,
  "total_charge": 0,
  "e_above_lowest_kcal_mol": 91.0,
  "e_homo_ev": [-9.977, -9.968],
  "mol_weight_g_mol": 206.00,
  "fmax_ev_per_a": 6.1,
  "lumo_energy_ev": [-1.792, -1.788]
}

Record 2
{
  "formula": "C4H12",
  "method": "ωB97M-V/def2-TZVPD",
  "elements": ["C", "C", "H", "H", "H", "H", "H", "H", "C", "C", "H", "H", "H", "H", "H", "H"],
  "xyz": [[2.9362, -0.1902, 1.3842], [1.5275, 0.1756, 0.8796], [3.4816, 0.7421, 1.5722], [2.9835, -0.7333, 2.3218], [3.4838, -0.6880, 0.5949], [1.5663, 0.3385, -0.1902], [1.0934, 1.0299, 1.3977], [0.8432, -0.6538, 1.0929], [-2.4469, 0.6059, -1.5457], [-2.0039, -0.5921, -0.7225], [-2.9968, 0.3213, -2.4416], [-3.0279, 1.3677, -1.0152], [-1.5844, 1.1830, -1.8848], [-1.6060, -1.3541, -1.3887], [-2.7245, -0.9655, -0.0165], [-1.1667, -0.3068, -0.0925]],
  "forces_ev_per_a": [[-0.0035, 1.3502, -0.1690], [0.0491, -0.9120, 0.8173], [0.0779, -0.1047, -0.0545], [-0.2401, -0.3140, -0.0472], [0.1437, -0.4554, 0.0670], [-0.2231, 0.2099, -0.1451], [0.1775, 0.1718, -0.1326], [0.0450, 0.0503, -0.3230], [-0.0015, 0.7044, -0.1787], [0.8028, 0.6036, 0.0237], [-0.1500, -0.0415, 0.0628], [-0.1770, -0.4301, 0.1914], [0.1792, -0.2380, -0.1628], [-0.2717, -0.3336, 0.1244], [-0.6283, -0.3986, -0.1606], [0.2201, 0.1377, 0.0867]],
  "mulliken_charge": [-0.9138, -0.7411, 0.2620, 0.2920, 0.2850, 0.2739, 0.3080, 0.2177, -0.8854, -0.4214, 0.2751, 0.2915, 0.2661, 0.2682, 0.3089, -0.0867],
  "smiles": "CC.CC",
  "multiplicity": 1,
  "total_charge": 0,
  "e_above_lowest_kcal_mol": 5.1,
  "e_homo_ev": -11.556,
  "mol_weight_g_mol": 60.14,
  "fmax_ev_per_a": 1.4,
  "lumo_energy_ev": 1.116
}

Record 3
{
  "formula": "C18H26F2N2O3",
  "method": "ωB97M-V/def2-TZVPD",
  "elements": ["C", "C", "C", "C", "N", "N", "C", "O", "C", "C", "C", "C", "C", "C", "C", "C", "C", "C", "F", "C", "F", "H", "H", "H", "H", "H", "H", "H", "H", "H", "H", "H", "H", "H", "H", "H", "H", "H", "H", "H", "H", "H", "H", "H", "C", "C", "O", "O", "H", "H", "H"],
  "xyz": [[-3.7561, -2.1621, 1.6670], [-3.4224, -2.1862, 0.4856], [-3.1091, -2.3139, -1.0623], [-1.7079, -1.5822, -1.2820], [-1.5328, -0.2258, -1.0768], [-0.4894, 0.5649, -1.1692], [0.7093, -0.0162, -1.5103], [1.8953, 0.7289, -1.5992], [2.1823, 1.3860, -0.3162], [2.5131, 0.3801, 0.8682], [4.1070, 0.0924, 0.8426], [2.1917, 0.9376, 2.3264], [0.6425, 1.0304, 2.6710], [-0.2252, -0.2206, 2.1950], [-0.0548, 2.3829, 2.1615], [0.7658, -1.4993, -1.8064], [2.1734, -2.1309, -2.2116], [2.0833, -3.2798, -3.3028], [2.8976, -2.5047, -1.0334], [-0.4495, -2.3655, -1.6979], [-0.4958, -3.7267, -1.9089], [-4.2766, -2.1455, 2.6659], [-3.9222, -1.8654, -1.7028], [-2.9294, -3.4211, -1.2568], [-2.4232, 0.2600, -0.7944], [3.1125, 2.0299, -0.4825], [1.3351, 2.1067, -0.1148], [2.0248, -0.6374, 0.7838], [4.6568, 1.0431, 1.1287], [4.3511, -0.2549, -0.2157], [4.3767, -0.7583, 1.5576], [2.6726, 1.9603, 2.4149], [2.6514, 0.2134, 3.0846], [0.5653, 1.0499, 3.8144], [-1.3272, 0.0911, 2.2395], [-0.0384, -0.5476, 1.1298], [-0.1060, -1.0607, 2.9537], [0.7636, 3.1874, 2.1918], [-0.8957, 2.6997, 2.8422], [-0.3975, 2.3001, 1.0762], [2.7799, -1.2847, -2.6837], [1.1009, -3.3376, -3.8540], [2.9880, -3.2023, -3.9935], [2.2190, -4.2704, -2.7443], [-3.8562, 3.7153, -0.8705], [-3.5814, 2.5577, 0.0881], [-2.8719, 2.8283, 1.0761], [-4.1086, 1.4552, -0.2395], [-3.3738, 4.6335, -0.5314], [-3.4760, 3.4712, -1.8659], [-4.9320, 3.8937, -0.9379]],
  "forces_ev_per_a": [[-0.4104, -0.0842, -1.4569], [-0.6579, -0.2389, 0.0786], [1.2206, 0.4989, 2.3189], [2.4168, -1.0828, -0.8613], [-1.4576, -2.5219, -0.3243], [2.7450, -1.1512, -0.6947], [-1.0229, -1.5817, -0.1582], [-2.5664, -1.6923, 0.7859], [0.3670, 1.1878, 1.2002], [1.4996, -0.2669, 0.8250], [-0.9671, -0.4172, -0.4499], [-0.7194, -0.3822, -0.4787], [-0.7284, 0.4383, 0.1686], [-0.6675, 0.5220, 0.9041], [1.4479, -0.0258, -0.1658], [-0.8363, -1.4057, 0.3147], [-0.0678, 1.2618, -1.0165], [0.9080, -0.9402, 1.1938], [-1.1909, 0.1075, -1.4462], [-0.0392, 4.0976, 0.8299], [0.1897, 2.9462, 0.4481], [1.2453, 0.0727, -1.6834], [0.9079, -0.4734, 0.8150], [-0.3647, 1.5649, -0.0392], [-0.0409, 0.5795, 0.2597], [-1.2932, -0.9975, -0.0928], [0.8712, -1.0107, 0.0040], [0.3011, 1.2831, -0.2938], [-0.5071, -1.2168, -0.4517], [0.0776, 0.5763, 1.3763], [-0.3728, 1.2797, -0.9279], [-0.4945, -1.1452, 0.1728], [-0.3311, 1.0504, -1.1380], [0.1648, -0.0390, -1.5128], [1.4644, -0.3919, -0.0776], [0.0180, 0.2059, 1.3312], [-0.0030, 0.7011, -1.3083], [-1.2251, -0.8341, 0.0101], [0.7699, -0.4713, -1.0901], [0.0929, 0.1371, 1.6627], [-0.8960, -1.0354, 0.9128], [1.2258, 0.3557, 0.5276], [-1.4726, 0.0155, 0.7680], [-0.3394, 1.2714, -0.7785], [-0.0590, 0.3911, -0.1203], [0.2491, 0.8346, 0.1386], [-0.1422, -0.6835, -0.1203], [0.8161, -1.0519, -0.2438], [-0.0155, -0.1091, 0.0295], [-0.1519, -0.0332, -0.0160], [0.0419, -0.0953, -0.1292]],
  "mulliken_charge": [-0.2201, -0.2514, -0.4977, 0.3077, 0.7303, -0.7101, 0.2173, -0.3961, -0.7352, 1.0123, -1.5283, -1.3749, 0.6946, -0.8060, -1.2486, 0.2327, 0.1637, -1.2039, -0.3171, 0.6037, -0.2941, 0.3582, 0.3535, 0.3123, 0.0743, 0.3446, 0.3909, 0.1714, 0.3891, 0.3162, 0.3615, 0.3097, 0.3728, 0.3468, 0.3234, -0.1771, 0.3355, 0.3492, 0.3871, 0.0605, 0.2702, 0.3291, 0.3227, 0.3170, -0.9515, 0.6166, -0.6508, -0.8270, 0.3045, 0.2430, 0.2675],
  "multiplicity": 1,
  "total_charge": 0,
  "e_above_lowest_kcal_mol": 190.7,
  "e_homo_ev": -7.325,
  "mol_weight_g_mol": 356.41,
  "fmax_ev_per_a": 4.2,
  "lumo_energy_ev": -2.188
}